Density functional theory data (ωB97M-V/def2-TZVPD) for a molecular structure, C20H37KNO15 in a non-equilibrium geometry.

Structure (XYZ):
```
74
Properties=species:S:1:pos:R:3:mulliken_charge:R:1
K 0.783 0.691 0.128 1.10
C -3.958 -0.335 2.924 -1.18
C -3.693 0.622 1.774 0.21
C -2.262 0.438 1.285 -0.04
O -2.352 -0.340 0.156 0.39
C -3.602 -0.329 -0.284 0.09
O -3.937 -0.683 -1.381 -0.50
O -4.456 0.244 0.614 -0.35
H -3.696 -1.352 2.536 0.23
H -5.047 -0.289 3.117 0.40
H -3.350 -0.063 3.800 0.32
H -3.940 1.659 2.075 0.37
H -1.664 0.033 2.108 -0.22
H -1.720 1.324 1.078 0.31
C 2.153 0.513 -4.000 -0.45
O 2.115 -0.903 -3.730 -0.30
C 2.462 -1.286 -2.525 0.73
O 2.778 -0.382 -1.470 -0.42
O 2.405 -2.572 -2.290 -0.27
C 2.880 -3.166 -1.125 -0.45
H 2.282 0.661 -5.036 0.31
H 3.007 0.959 -3.418 0.20
H 1.226 1.064 -3.697 0.10
H 2.057 -3.269 -0.496 0.01
H 3.664 -2.559 -0.693 0.28
H 3.268 -4.183 -1.346 0.27
C -1.135 -2.458 -2.404 -0.03
O -1.417 -3.168 -1.250 -0.39
C -0.742 -2.882 -0.094 0.26
O 0.312 -1.903 -0.117 0.26
O -1.108 -3.568 0.973 -0.37
C -0.612 -3.147 2.265 -0.40
H -1.839 -2.553 -3.194 0.32
H -0.171 -2.864 -2.801 0.24
H -1.188 -1.436 -2.136 -0.24
H -1.183 -2.277 2.623 0.10
H 0.425 -2.945 2.319 0.14
H -0.678 -4.104 2.837 0.37
C 4.910 2.523 -0.461 -0.37
O 4.950 2.660 0.922 -0.30
C 3.798 2.854 1.594 0.82
O 2.578 2.679 0.980 -0.66
O 3.898 3.264 2.803 -0.31
C 2.694 3.620 3.538 -0.48
H 5.933 2.390 -0.760 0.33
H 4.425 3.367 -0.986 0.32
H 4.348 1.728 -0.862 -0.04
H 2.021 4.342 2.974 0.28
H 2.968 4.104 4.489 0.28
H 2.097 2.783 3.860 0.10
C 3.390 -0.487 1.700 -0.28
O 3.057 -0.192 3.046 -0.33
C 1.790 -0.262 3.515 0.30
O 0.690 -0.311 2.576 -0.13
O 1.651 -0.205 4.791 -0.33
C 0.394 -0.531 5.303 -0.60
H 2.923 0.160 0.977 -0.25
H 2.863 -1.406 1.467 0.18
H 4.444 -0.557 1.565 0.38
H 0.442 -0.743 6.384 0.32
H 0.044 -1.457 4.836 0.18
H -0.326 0.239 5.272 0.30
C -5.139 1.698 -4.761 -1.35
C -3.936 1.807 -3.748 -0.18
C -2.720 0.852 -4.060 -0.56
C -1.663 0.982 -3.062 0.12
N -0.803 1.039 -2.275 -0.51
H -5.614 0.682 -4.667 0.32
H -4.926 1.624 -5.830 0.35
H -5.805 2.504 -4.560 0.36
H -4.349 1.582 -2.739 0.08
H -3.656 2.824 -3.778 0.44
H -2.356 0.862 -5.078 0.62
H -3.047 -0.189 -4.076 0.23
```

The value obtained for the energy above the lowest of the compared OMol25 structures with the same formula, charge and spin is 0.000 eV. The net charge is +1. For the HOMO-LUMO gap, the calculation gives 0.391 hartree.

***

Density functional theory data (ωB97M-V/def2-TZVPD) for a molecular structure, ClRb in a non-equilibrium geometry.

Structure (XYZ):
```
2
Properties=species:S:1:pos:R:3:mulliken_charge:R:1
Rb -13.080 -27.755 9.492 0.81
Cl -11.351 -26.609 9.536 -0.81
```

The value obtained for the energy above the lowest of the compared OMol25 structures with the same formula, charge and spin is 4.152 eV. For the HOMO-LUMO gap, the calculation gives 0.269 hartree.

***

Density functional theory data (ωB97M-V/def2-TZVPD) for a molecular structure, C21H22N6O7PSTi.

Structure (XYZ):
```
59
Properties=species:S:1:pos:R:3:lowdin_spin:R:1
Ti -0.197 0.026 0.337 0.91
N -4.377 -7.494 -0.754 0.00
C -3.949 -6.226 -0.406 0.00
C -4.371 -5.111 -1.139 0.00
C -3.983 -3.842 -0.764 0.00
C -3.170 -3.671 0.348 0.00
C -2.747 -4.763 1.089 0.00
C -3.137 -6.035 0.716 0.00
S -2.650 -2.061 0.788 0.00
O -3.766 -1.158 0.619 0.00
O -2.058 -2.127 2.105 0.00
N -1.515 -1.577 -0.263 0.01
C -0.468 -2.403 -0.615 0.01
N -0.605 -3.626 -1.122 0.00
C 0.514 -4.234 -1.487 0.01
C 1.774 -3.658 -1.384 0.00
C 1.827 -2.392 -0.846 0.01
N 0.717 -1.778 -0.448 0.00
H -4.675 -7.614 -1.709 0.00
H -3.819 -8.259 -0.413 0.00
H -5.009 -5.249 -2.004 0.00
H -4.302 -2.979 -1.334 0.00
H -2.113 -4.607 1.951 0.00
H -2.817 -6.892 1.297 0.00
H 0.394 -5.231 -1.897 0.00
H 2.666 -4.170 -1.709 0.00
H 2.757 -1.852 -0.719 0.00
O 1.511 1.158 0.771 0.00
C 1.548 0.689 1.944 0.01
O 0.728 -0.215 2.263 0.01
C 2.528 1.216 2.935 0.00
C 2.562 0.682 4.218 0.00
C 3.456 1.181 5.149 0.00
C 4.298 2.209 4.764 0.00
C 4.286 2.753 3.492 0.00
C 3.388 2.245 2.569 0.00
N 5.253 2.750 5.756 0.00
O 5.249 2.256 6.865 0.00
O 5.987 3.646 5.397 0.00
H 1.883 -0.120 4.471 0.00
H 3.512 0.793 6.154 0.00
H 4.967 3.553 3.246 0.00
H 3.340 2.638 1.563 0.00
N 0.085 1.234 -2.711 0.02
C -0.016 0.808 -1.640 0.00
C -2.206 3.293 2.555 0.00
P -2.731 1.710 1.896 0.00
C -4.212 1.986 0.941 0.00
C -3.110 0.651 3.281 0.00
O -1.612 1.166 1.027 0.01
H -2.996 3.750 3.151 0.00
H -1.950 3.949 1.723 0.00
H -1.322 3.148 3.175 0.00
H -4.990 2.413 1.575 0.00
H -4.538 1.033 0.529 0.00
H -3.979 2.677 0.130 0.00
H -3.801 1.170 3.947 0.00
H -2.187 0.416 3.811 0.00
H -3.551 -0.277 2.921 0.00
```

The value obtained for the energy above the lowest of the compared OMol25 structures with the same formula, charge and spin is 0.000 eV. Its expectation value of S² is 0.753. The multiplicity is 2. For the HOMO-LUMO gap (spin up / spin down), the calculation gives 0.261 / 0.277 hartree.

***

Density functional theory data (ωB97M-V/def2-TZVPD) for a molecular structure, C36H28F6FeP3.

Structure (XYZ):
```
74
Properties=species:S:1:pos:R:3:lowdin_spin:R:1
Fe -0.280 0.728 1.175 1.08
C -3.752 -3.171 4.101 0.00
C -2.897 -4.023 3.415 0.00
C -2.017 -3.513 2.473 0.00
C -1.983 -2.142 2.217 0.00
C -2.850 -1.293 2.900 0.00
C -3.729 -1.808 3.840 0.00
P -0.919 -1.444 0.925 -0.03
C 0.194 -2.768 0.392 -0.01
C 0.278 -3.064 -0.966 0.00
C 1.173 -4.026 -1.416 0.00
C 1.985 -4.694 -0.512 0.00
C 1.902 -4.404 0.845 0.00
C 1.015 -3.440 1.294 0.00
C -1.951 -0.902 -0.416 -0.01
C -2.792 -1.398 -1.408 0.00
C -3.563 -0.483 -2.100 -0.01
C -3.512 0.876 -1.779 0.00
C -2.663 1.356 -0.794 0.00
C -1.852 0.452 -0.107 -0.02
H -4.435 -3.569 4.840 0.00
H -2.915 -5.087 3.611 0.00
H -1.354 -4.184 1.943 0.00
H -2.848 -0.230 2.700 0.00
H -4.388 -1.137 4.374 0.00
H -0.355 -2.539 -1.670 0.00
H 1.234 -4.252 -2.473 0.00
H 2.683 -5.442 -0.864 0.00
H 2.536 -4.926 1.550 0.00
H 0.953 -3.214 2.351 0.00
H -2.853 -2.457 -1.629 0.00
H -4.224 -0.821 -2.888 0.00
H -4.143 1.570 -2.323 0.00
H -2.628 2.418 -0.581 0.00
C 2.767 5.778 -1.187 0.00
C 2.927 4.845 -2.205 0.00
C 2.322 3.603 -2.110 0.00
C 1.549 3.284 -0.993 0.00
C 1.386 4.224 0.022 0.00
C 1.999 5.467 -0.077 0.00
P 0.816 1.631 -0.796 0.01
C 0.321 1.163 -2.477 0.00
C 0.499 -0.153 -2.898 0.00
C 0.041 -0.556 -4.144 0.00
C -0.599 0.351 -4.976 0.00
C -0.780 1.663 -4.561 0.00
C -0.327 2.067 -3.315 0.00
C 2.104 0.543 -0.200 0.00
C 3.375 0.194 -0.649 0.00
C 4.191 -0.509 0.220 0.01
C 3.748 -0.818 1.507 0.00
C 2.474 -0.474 1.936 0.00
C 1.620 0.196 1.060 -0.05
H 3.242 6.747 -1.264 0.00
H 3.525 5.087 -3.074 0.00
H 2.446 2.882 -2.908 0.00
H 0.784 3.986 0.887 0.00
H 1.868 6.191 0.717 0.00
H 1.006 -0.858 -2.248 0.00
H 0.188 -1.579 -4.467 0.00
H -0.955 0.036 -5.949 0.00
H -1.278 2.374 -5.208 0.00
H -0.474 3.092 -2.994 0.00
H 3.723 0.477 -1.636 0.00
H 5.188 -0.801 -0.087 0.00
H 4.415 -1.340 2.183 0.00
H 2.156 -0.721 2.943 0.00
F -0.355 0.606 3.213 0.00
P -0.776 2.189 3.765 0.00
F 0.291 2.722 2.635 0.02
F -1.164 3.661 4.168 0.00
F -1.818 1.523 4.756 0.00
F -1.890 2.168 2.565 0.01
F 0.393 2.089 4.828 0.00
```

Its expectation value of S² is 1.142. The multiplicity is 2. For the HOMO-LUMO gap (spin up / spin down), the calculation gives 0.274 / 0.327 hartree.

***

Density functional theory data (ωB97M-V/def2-TZVPD) for 2 unconnected molecules or ions with the total composition C3H8O4 in a non-equilibrium geometry.

Structure (XYZ):
```
15
Properties=species:S:1:pos:R:3:mulliken_charge:R:1
O 0.032 -1.402 1.582 -0.56
C -0.985 -1.212 0.973 0.54
O -2.184 -1.358 1.602 -0.45
C -1.107 -0.870 -0.482 -0.35
C -0.482 -1.983 -1.328 -0.49
O 0.929 -1.851 -1.321 -0.51
H -1.890 -1.499 2.516 0.33
H -0.637 0.083 -0.705 0.27
H -2.188 -0.775 -0.604 0.26
H -0.718 -1.904 -2.386 0.32
H -0.891 -2.926 -0.950 0.30
H 1.266 -2.120 -0.458 0.33
H 3.212 5.214 0.280 0.32
H 2.922 6.568 1.017 0.32
O 2.722 6.034 0.265 -0.64
```

The value obtained for the energy above the lowest of the compared OMol25 structures with the same formula, charge and spin is 0.541 eV. Its SMILES is O=C(O)CCO.O. For the HOMO-LUMO gap, the calculation gives 0.415 hartree.

***

> Number 5 is which compound?

C3H8O4